Entry 1:
Entry from OMol25: a cluster of 3 separate species, C20H35N3O3S in total in a non-equilibrium geometry (ωB97M-V with the def2-TZVPD basis set).

Last column: Mulliken charge in e.
Atoms and positions in Å:
C -1.893 -4.447 3.497  -0.8231
C -2.639 -3.636 2.306  0.4758
O -3.616 -2.877 2.636  -0.5944
N -2.271 -3.776 0.890  -0.3266
C -1.002 -2.995 0.564  0.1466
C -1.437 -1.800 -0.418  -0.7814
C -0.220 -1.011 -1.106  -0.1842
C 0.590 -0.018 -0.129  -0.9740
C -0.342 0.682 0.997  0.5585
C -1.271 1.926 0.658  -0.1727
C -2.149 2.462 1.834  -0.7303
C -2.062 1.731 3.236  0.4716
N -2.802 2.031 4.453  -0.5897
S -2.315 0.968 5.724  0.1959
N -1.157 -0.056 4.952  -0.6364
C -1.140 0.511 3.620  0.5439
C -0.277 0.010 2.411  -0.6222
H -1.022 -5.098 3.099  0.2606
H -1.491 -3.676 4.250  0.2427
H -2.631 -5.110 4.092  0.3196
H -3.056 -3.329 0.373  0.3382
H -0.561 -2.663 1.564  -0.0032
H -0.280 -3.668 -0.047  0.1036
H -2.183 -1.143 0.148  0.3192
H -2.034 -2.295 -1.283  0.3681
H -0.666 -0.380 -1.968  0.3138
H 0.526 -1.771 -1.528  -0.0730
H 0.975 0.852 -0.796  0.3853
H 1.530 -0.476 0.345  0.3574
H -1.276 2.380 -0.392  0.3716
H -2.874 3.329 1.705  0.3711
H 0.403 -0.901 2.591  0.3560
C -0.627 6.468 2.657  -1.0295
C 0.453 5.554 2.101  -0.3725
O 0.245 5.192 0.742  -0.3127
C 0.203 6.258 -0.198  -0.3768
C 1.481 7.078 -0.241  -1.0351
H -1.610 5.997 2.567  0.2333
H -0.436 6.684 3.712  0.3939
H -0.670 7.420 2.125  0.2908
H 0.455 4.624 2.674  0.3178
H 1.446 5.996 2.227  0.3354
H -0.668 6.895 -0.008  0.3228
H 0.043 5.802 -1.179  0.3081
H 1.688 7.565 0.714  0.2611
H 1.407 7.857 -1.005  0.3811
H 2.337 6.439 -0.474  0.2925
C 3.885 -3.412 -3.566  -1.0418
C 2.898 -4.510 -3.206  -0.3333
O 1.538 -4.115 -3.335  -0.3985
C 1.118 -3.710 -4.633  -0.2843
C 1.276 -4.793 -5.686  -1.1435
H 3.716 -2.526 -2.945  0.2578
H 4.911 -3.757 -3.415  0.3894
H 3.789 -3.102 -4.608  0.2745
H 3.044 -4.783 -2.158  0.3416
H 3.086 -5.415 -3.790  0.3254
H 1.638 -2.793 -4.928  0.3374
H 0.058 -3.451 -4.549  0.3125
H 2.319 -5.088 -5.817  0.2709
H 0.903 -4.441 -6.651  0.3900
H 0.716 -5.688 -5.400  0.3031

As for the energy: -42748.3250 eV. Its structure (SMILES) is CC(=O)NCCCCc1ccc2nsnc2c1.CCOCC.CCOCC. The value obtained for the gap between HOMO and LUMO is 0.26837 hartree. The LUMO energy is -1.06 eV. The calculation puts the largest force on an atom at 5.89 eV/A.

Entry 2:
Entry from OMol25: a structure of composition C51H52F2N7O2S3SiW in a non-equilibrium geometry (ωB97M-V with the def2-TZVPD basis set).

Last column: Mulliken charge in e.
Atoms and positions in Å:
W -0.602 -1.248 -0.747  2.5117
N 1.272 -0.971 -0.052  -0.0626
S 1.882 -0.858 1.317  1.1582
N 1.689 0.505 2.105  -0.4265
S 1.060 1.769 1.288  1.3293
N -0.435 2.000 1.889  -0.6781
S -1.591 0.962 1.557  1.1022
N -1.276 -0.348 0.930  0.5063
C -2.306 0.658 3.170  -0.2805
C -2.152 1.556 4.213  -0.5320
C -2.658 1.223 5.460  -0.8101
C -3.308 0.010 5.648  -0.5838
C -3.458 -0.879 4.592  -0.8528
C -2.953 -0.557 3.343  -0.1393
C -2.869 1.973 0.786  0.9147
C -2.800 3.351 0.944  -1.0025
C -3.798 4.145 0.402  -0.8027
C -4.846 3.556 -0.295  -0.6599
C -4.894 2.179 -0.461  -0.7049
C -3.905 1.376 0.087  -0.5392
C 1.801 3.037 2.336  0.1931
C 2.264 4.239 1.816  0.4878
C 2.809 5.192 2.664  -0.6402
C 2.904 4.932 4.022  -0.6585
C 2.438 3.731 4.536  -0.8622
C 1.874 2.785 3.700  -0.6328
C 2.115 4.626 -0.959  0.0827
C 0.978 4.257 -1.635  0.1795
C 0.988 4.383 -3.021  -0.2752
C 2.116 4.857 -3.676  -0.6624
C 3.245 5.226 -2.959  -0.4119
C 3.247 5.105 -1.572  -0.6952
C 3.661 -1.037 1.160  0.2665
C 4.191 -2.006 0.319  -0.3384
C 5.567 -2.112 0.196  -0.8126
C 6.397 -1.257 0.910  -0.6028
C 5.856 -0.283 1.738  -0.7872
C 4.481 -0.165 1.861  -0.9204
C 1.447 -2.051 2.582  0.1094
C 0.347 -1.768 3.375  0.1006
C 0.031 -2.608 4.428  -0.6877
C 0.822 -3.721 4.684  -0.7521
C 1.908 -4.008 3.872  -0.9437
C 2.228 -3.173 2.813  -0.4553
H -1.625 2.486 4.049  0.4575
H -2.542 1.905 6.291  0.4577
H -3.701 -0.242 6.624  0.4351
H -3.959 -1.826 4.744  0.5074
H -3.013 -1.238 2.502  0.3445
H -1.969 3.772 1.492  0.4914
H -3.760 5.218 0.528  0.4770
H -5.631 4.177 -0.705  0.4260
H -5.705 1.726 -1.015  0.5200
H -3.932 0.298 -0.021  0.4461
H 2.202 4.448 0.682  -0.4167
H 3.160 6.131 2.259  0.5442
H 3.336 5.675 4.678  0.4184
H 2.515 3.533 5.596  0.4553
H 1.500 1.844 4.078  0.4443
H 0.095 3.891 -1.126  0.2944
H 0.113 4.107 -3.589  0.4127
H 2.107 4.959 -4.754  0.4358
H 4.116 5.617 -3.468  0.4082
H 4.119 5.396 -0.998  0.4887
H 3.528 -2.664 -0.232  0.3872
H 5.994 -2.856 -0.462  0.4703
H 7.471 -1.348 0.818  0.4144
H 6.502 0.394 2.279  0.4673
H 4.026 0.595 2.481  0.5692
H -0.237 -0.892 3.159  0.3527
H -0.826 -2.386 5.048  0.4952
H 0.592 -4.362 5.525  0.4097
H 2.514 -4.882 4.069  0.4597
H 3.084 -3.383 2.188  0.4675
C 1.347 -3.857 -1.685  0.0736
Si -0.369 -4.158 -2.451  0.6968
C -0.043 -4.443 -4.308  -1.3499
C -1.187 -5.668 -1.659  -1.3593
N -1.351 -2.752 -2.047  0.0861
C -2.722 -2.867 -2.258  -0.1211
C -3.320 -3.434 -3.394  0.0544
C -4.695 -3.504 -3.541  -1.0581
C -5.546 -3.031 -2.553  -0.6741
C -4.996 -2.509 -1.391  -0.9125
C -3.629 -2.452 -1.281  0.1550
F -3.087 -1.988 -0.104  0.2613
H 1.600 -4.675 -1.009  0.4783
H 1.375 -2.935 -1.117  -0.7456
H 2.124 -3.807 -2.449  0.5159
H 0.909 -4.003 -4.606  0.3433
H -0.805 -4.037 -4.972  0.3682
H 0.019 -5.515 -4.505  0.4578
H -0.594 -6.574 -1.784  0.4007
H -2.175 -5.850 -2.084  0.3577
H -1.316 -5.489 -0.589  0.2840
H -2.683 -3.826 -4.174  0.2807
H -5.105 -3.941 -4.442  0.4583
H -6.618 -3.079 -2.677  0.4283
H -5.617 -2.175 -0.571  0.5291
C 2.756 0.596 -2.206  -0.0801
C 1.702 0.067 -3.109  0.3083
N 0.708 -0.775 -2.842  0.3615
C 0.040 -0.971 -4.038  -0.6967
C 0.634 -0.256 -5.022  -1.4222
N 1.686 0.388 -4.420  0.0246
H 2.552 0.265 -1.198  -0.5010
H 2.774 1.685 -2.237  0.0541
H 3.738 0.231 -2.514  0.4695
H -0.819 -1.616 -4.097  0.8337
H 0.416 -0.150 -6.069  0.4578
H 2.326 1.027 -4.859  0.2230
F -0.582 -2.809 0.408  -0.9395
C -2.542 1.917 -3.038  -0.8405
O -2.637 0.567 -2.583  -0.3388
C -1.736 0.110 -1.756  -0.4968
O -0.785 0.877 -1.364  0.4553
H -3.536 2.190 -3.380  0.3912
H -1.841 1.970 -3.872  0.2937
H -2.212 2.577 -2.236  0.1646

The energy above the lowest of the compared OMol25 structures with the same formula, charge and spin is 1.2021 eV. Its multiplicity is 3. The expectation value of S² is 2.014. As for the energy: -115890.4253 eV. The value obtained for the gap between HOMO and LUMO (alpha / beta) is 0.25246 / 0.26154 hartree. The net charge is +1. The LUMO energy (alpha / beta) is -2.49 / -2.66 eV. The calculation puts the largest force on an atom at 3.11 eV/A.

Entry 3:
Entry from OMol25: a cluster of 3 separate species, C3H11NO4 in total in a non-equilibrium geometry (ωB97M-V with the def2-TZVPD basis set).

Last column: Mulliken charge in e.
Atoms and positions in Å:
O -1.487 -1.344 -0.896  -0.5453
C -1.092 -0.877 0.149  -0.0620
C -0.355 0.435 0.268  0.1112
C -0.463 1.324 -0.967  -0.7428
O 0.293 2.520 -0.772  -0.5412
N 1.052 0.141 0.640  -0.7107
H -1.339 -1.294 1.139  0.3668
H -0.746 0.984 1.123  0.5200
H -0.072 0.838 -1.851  0.2640
H -1.527 1.532 -1.099  0.3710
H -0.253 3.192 -0.341  0.3243
H 1.480 1.059 0.558  0.2394
H 1.459 -0.410 -0.110  0.2963
H 0.749 -0.715 3.918  0.3152
H 0.652 -0.296 2.425  0.5116
O 0.122 -0.462 3.235  -0.6673
H 1.597 -2.222 -2.499  0.2977
H 0.387 -1.988 -1.612  0.2842
O 1.236 -1.599 -1.860  -0.6323

The energy above the lowest of the compared OMol25 structures with the same formula, charge and spin is 2.0148 eV. As for the energy: -12969.0449 eV. Its structure (SMILES) is N[C@H](C=O)CO.O.O. The value obtained for the gap between HOMO and LUMO is 0.38814 hartree. The LUMO energy is 0.63 eV. The calculation puts the largest force on an atom at 1.11 eV/A.

Entry 4:
Entry from OMol25: a cluster of 2 separate species, C3H9NO in total in a non-equilibrium geometry (ωB97M-V with the def2-TZVPD basis set).

Last column: Mulliken charge in e.
Atoms and positions in Å:
C 2.507 -0.333 0.014  -0.6673
N 2.526 0.673 0.894  -0.7928
H 2.545 -0.235 -1.059  0.2539
H 3.008 -1.227 0.422  0.2089
H 2.821 0.272 1.778  0.1441
H 0.660 0.858 0.215  0.3518
C -1.113 -0.315 -0.059  -0.2899
O -0.300 0.757 0.406  -0.5391
C -2.477 0.184 -0.544  -1.0127
H -0.596 -0.824 -0.875  0.3072
H -1.233 -0.993 0.782  0.1566
H -2.363 1.002 -1.264  0.2854
H -3.090 -0.577 -1.008  0.3373
H -2.895 0.759 0.297  0.2569

The energy above the lowest of the compared OMol25 structures with the same formula, charge and spin is 1.0241 eV. Its multiplicity is 2. The expectation value of S² is 0.754. As for the energy: -6791.9226 eV. The value obtained for the gap between HOMO and LUMO (alpha / beta) is 0.12997 / 0.27821 hartree. The net charge is -1. The LUMO energy (alpha / beta) is 4.03 / 4.00 eV. The calculation puts the largest force on an atom at 2.40 eV/A.